[1]
2 unconnected molecules or ions with the total composition C2H4F2Si, computed with the ωB97M-V functional and the def2-TZVPD basis.

```
9
Properties=species:S:1:pos:R:3:forces:R:3
F -0.310 1.320 -1.631 0.1949 -0.5761 -0.0772
Si 0.148 1.255 -0.082 -1.0012 -0.5475 -0.7151
H -0.707 2.287 0.439 -1.0101 -0.0894 0.9871
C 1.130 -1.776 2.604 0.1738 2.7042 0.2409
H 1.319 2.075 -0.029 1.4989 -0.3872 0.1590
H 0.040 -0.224 0.423 0.2707 1.5926 -0.4325
C 1.396 -0.641 2.944 0.0513 -2.0031 -0.1286
H 1.871 0.185 3.400 0.0133 0.3224 0.1411
F 0.636 -2.763 1.993 -0.1916 -1.0159 -0.1747
```
Forces are in eV/Å.

Computed properties:
gap between HOMO and LUMO = 11.419 eV
SMILES = F[SiH3].C#CF
HOMO = -10.8 eV

Atom-resolved charges from Mulliken, all expressed in e: atom 1 (F): -0.271, atom 2 (Si): 0.585, atom 3 (H): -0.108, atom 4 (C): 0.280, atom 5 (H): -0.101, atom 6 (H): -0.110, atom 7 (C): -0.404, atom 8 (H): 0.334, atom 9 (F): -0.205

=====

[2]
2 unconnected molecules or ions with the total composition C2H4F3N, computed with the ωB97M-V functional and the def2-TZVPD basis.

```
10
Properties=species:S:1:pos:R:3:forces:R:3
H -0.692 -0.990 0.925 -0.0680 -0.5859 2.0280
F 2.107 0.045 0.949 -0.2466 0.4687 -0.6464
F 1.832 -1.719 -0.195 -0.1686 -0.1441 -0.7094
F 1.773 0.241 -1.276 -0.0252 -0.9889 1.4847
C -1.251 0.646 -0.032 -0.6800 0.2797 1.4587
H -2.298 0.576 -0.221 -1.6243 0.1343 0.0950
N -0.841 -0.670 0.016 -0.6540 -1.0695 -1.8182
H -1.146 1.224 0.906 0.2100 0.0943 -0.6105
C 1.484 -0.456 -0.133 2.2005 0.8435 -0.3885
H -0.969 1.103 -0.939 1.0562 0.9678 -0.8934
```
Forces are in eV/Å.

Computed properties:
gap between HOMO and LUMO (alpha / beta) = 9.258 / 8.582 eV
<S²> = 2.006
HOMO (alpha / beta) = -8.2 / -10.3 eV
2S+1 = 3

Atom-resolved charges from Mulliken, all expressed in e: atom 1 (H): 0.262, atom 2 (F): -0.214, atom 3 (F): -0.190, atom 4 (F): -0.203, atom 5 (C): -0.734, atom 6 (H): 0.337, atom 7 (N): -0.487, atom 8 (H): 0.291, atom 9 (C): 0.587, atom 10 (H): 0.351

=====

[3]
A molecular structure, C2H4F3NO5RhS2, computed with the ωB97M-V functional and the def2-TZVPD basis.

```
18
Properties=species:S:1:pos:R:3:forces:R:3
H -0.705 -2.108 3.212 -1.6791 -0.1773 -0.1720
Rh -1.112 -0.945 -0.452 -0.6877 0.8450 -2.2103
F 0.543 2.417 0.710 -0.0908 -0.4010 0.3691
H -2.140 -2.783 1.074 -0.2889 -0.3362 0.1841
S 1.423 -1.002 -1.079 2.0137 1.3272 -0.7398
H -0.055 -0.994 2.278 1.0542 -0.9457 -1.3032
F 1.849 3.310 -0.755 -0.1935 -0.2907 -0.1191
H -0.059 -3.084 2.088 1.4717 1.0038 -1.1308
O 0.225 -1.675 -1.804 -0.3776 0.0302 -0.2125
C 0.627 2.855 -0.532 0.1906 0.7032 -0.1250
O 0.099 2.161 -3.013 0.0398 -1.5807 2.3618
O 0.765 -0.883 0.352 0.6348 0.7502 -1.0514
F -0.245 3.834 -0.714 -0.0269 -0.3518 -0.0659
N 1.529 0.548 -1.677 -0.8068 -1.6885 0.9306
S 0.262 1.476 -1.735 1.3775 2.8954 -3.2999
O -1.624 -1.974 1.061 1.0361 -1.1834 4.4276
C -0.378 -2.038 2.167 -3.0388 -0.5977 1.8175
O -1.005 0.884 -1.181 -0.6283 -0.0019 0.3392
```
Forces are in eV/Å.

Computed properties:
gap between HOMO and LUMO (alpha / beta) = 10.118 / 6.466 eV
<S²> = 6.011
HOMO (alpha / beta) = -14.7 / -14.8 eV
total charge = +1
2S+1 = 5

Atom-resolved charges from Mulliken, all expressed in e: atom 1 (H): 0.381, atom 2 (Rh): 1.471, atom 3 (F): -0.213, atom 4 (H): 0.321, atom 5 (S): 0.611, atom 6 (H): 0.286, atom 7 (F): -0.201, atom 8 (H): 0.350, atom 9 (O): -0.514, atom 10 (C): 0.685, atom 11 (O): -0.509, atom 12 (O): -0.427, atom 13 (F): -0.183, atom 14 (N): -0.320, atom 15 (S): 1.153, atom 16 (O): -0.706, atom 17 (C): -0.439, atom 18 (O): -0.746

=====

[4]
C2H4F5O3P3 in the gas phase, computed with the ωB97M-V functional and the def2-TZVPD basis.

```
17
Properties=species:S:1:pos:R:3:forces:R:3
F 2.274 2.086 -1.890 -3.9342 -2.4962 0.4794
H 1.279 2.267 1.067 -0.5651 -0.1142 -1.0007
F 1.836 -1.054 -1.257 -2.4713 2.3449 -3.5082
O -1.225 -1.003 3.260 1.4823 0.6996 -3.6885
C 1.052 1.317 -1.559 -1.4564 1.5301 0.1607
O -3.022 -1.747 1.367 6.0227 1.6852 0.3703
P -1.313 0.730 0.600 -0.0795 0.3818 -1.0659
C 1.019 -0.212 -2.183 0.2901 -1.9148 -0.9776
O -0.392 -2.445 0.838 -0.4327 3.5444 1.5892
F 1.584 -0.258 -3.551 -2.0731 -0.1405 4.8713
H 0.554 -2.073 0.829 -1.7988 -0.6357 0.0585
F -0.221 1.978 -1.987 3.8754 -1.3452 0.0464
H -1.895 1.704 1.503 0.7081 -0.8587 -0.0482
P 0.863 1.080 0.366 0.6018 -0.6977 0.6541
F -0.366 -0.813 -2.174 5.1087 2.2924 -0.1281
P -1.508 -1.282 1.528 -3.9446 -2.7865 1.8178
H -0.518 -0.275 3.243 -1.3333 -1.4890 0.3695
```
Forces are in eV/Å.

Computed properties:
gap between HOMO and LUMO = 9.415 eV
SMILES = O=P(O)(O)[PH]#[PH]C(F)(F)C(F)(F)F
HOMO = -9.9 eV

Atom-resolved charges from Mulliken, all expressed in e: atom 1 (F): -0.237, atom 2 (H): 0.134, atom 3 (F): -0.216, atom 4 (O): -0.518, atom 5 (C): 0.469, atom 6 (O): -0.588, atom 7 (P): -0.088, atom 8 (C): 0.628, atom 9 (O): -0.482, atom 10 (F): -0.214, atom 11 (H): 0.354, atom 12 (F): -0.256, atom 13 (H): 0.177, atom 14 (P): -0.191, atom 15 (F): -0.191, atom 16 (P): 0.875, atom 17 (H): 0.344

=====

[5]
A molecular structure, C2H4F6KO8S2, computed with the ωB97M-V functional and the def2-TZVPD basis.

```
23
Properties=species:S:1:pos:R:3:forces:R:3
H 1.490 0.283 1.342 1.4003 -2.5670 5.2419
O -0.340 3.292 -2.147 -1.0813 2.7235 -2.1021
O 1.564 -0.312 2.088 2.7989 -3.9194 7.1677
O -2.301 -1.633 2.872 0.8986 -0.3234 -1.4451
K -2.216 0.262 -1.084 -5.3493 -1.1547 -6.2093
C -0.166 -2.114 1.217 0.6564 1.4472 2.2136
F -0.679 -3.221 0.780 -1.1655 -1.8211 -1.0107
O 1.280 0.752 0.497 -3.4330 8.1910 -13.3806
H -1.103 3.427 -2.709 -0.3213 0.3281 -0.1998
S -1.534 -0.938 1.831 -0.3229 0.6467 4.4531
O -0.641 1.418 -0.860 1.0523 1.6210 2.0448
C 0.981 -0.354 -1.844 0.0321 -0.2125 1.9127
H -0.422 2.387 -1.845 -0.6938 1.0460 -0.6968
F 0.451 -1.526 0.205 1.2856 -2.2266 6.2961
S 0.752 1.213 -0.795 6.8849 -1.3874 1.8880
O -2.364 -0.553 0.696 -0.1915 -2.8542 3.7362
O -0.816 0.208 2.378 -1.2661 -0.4336 -0.7766
F 2.112 -0.998 -1.470 -0.6642 0.7847 -1.2755
F 0.972 -0.062 -3.146 -0.0944 -0.7354 0.3661
F -0.043 -1.231 -1.482 -0.7273 2.2065 -7.6728
O 1.516 2.249 -1.418 1.0645 -1.1414 0.1912
F 0.666 -2.479 2.231 -1.1269 -0.1385 -0.9772
H 0.840 -0.067 2.664 0.3640 -0.0795 0.2352
```
Forces are in eV/Å.

Computed properties:
gap between HOMO and LUMO = 6.606 eV
HOMO = -5.0 eV
total charge = -1

Atom-resolved charges from Mulliken, all expressed in e: atom 1 (H): 0.879, atom 2 (O): -0.599, atom 3 (O): -1.023, atom 4 (O): -0.675, atom 5 (K): 1.105, atom 6 (C): 0.491, atom 7 (F): -0.284, atom 8 (O): -0.768, atom 9 (H): 0.221, atom 10 (S): 1.059, atom 11 (O): -0.834, atom 12 (C): 0.713, atom 13 (H): 0.227, atom 14 (F): -0.119, atom 15 (S): 1.349, atom 16 (O): -0.723, atom 17 (O): -0.715, atom 18 (F): -0.206, atom 19 (F): -0.252, atom 20 (F): -0.252, atom 21 (O): -0.704, atom 22 (F): -0.189, atom 23 (H): 0.300

=====

[6]
C2H4FIO in the gas phase, computed with the ωB97M-V functional and the def2-TZVPD basis.

```
9
Properties=species:S:1:pos:R:3:forces:R:3
C 0.291 -0.010 1.110 3.8970 -1.8883 2.2378
H 1.346 -0.474 1.758 -3.6748 1.4089 -1.2744
F 0.305 1.336 1.206 -0.1549 0.2928 -0.1922
I -1.606 -0.697 1.933 0.2420 0.0536 -0.1050
C -0.114 0.002 -1.247 -0.2156 -0.0186 -0.3196
O 0.584 -0.475 -0.107 0.0339 0.0075 -0.5073
H -0.231 1.085 -1.221 -0.0174 -0.0177 0.0221
H 0.515 -0.280 -2.091 -0.1672 0.0795 0.0465
H -1.090 -0.487 -1.340 0.0571 0.0823 0.0921
```
Forces are in eV/Å.

Computed properties:
gap between HOMO and LUMO = 10.122 eV
SMILES = CO[C@@H](F)I
HOMO = -9.7 eV

Atom-resolved charges from Mulliken, all expressed in e: atom 1 (C): 0.041, atom 2 (H): 0.269, atom 3 (F): -0.217, atom 4 (I): 0.004, atom 5 (C): -0.663, atom 6 (O): -0.278, atom 7 (H): 0.320, atom 8 (H): 0.230, atom 9 (H): 0.296

=====

Number 1: F_max 2.72 eV Å⁻¹. Number 2: F_max 2.39 eV Å⁻¹. Number 3: F_max 4.70 eV Å⁻¹. Number 4: F_max 6.26 eV Å⁻¹. Number 5: F_max 16.06 eV Å⁻¹. Number 6: F_max 4.87 eV Å⁻¹.